No. 1
78
Properties=species:S:1:pos:R:3:forces:R:3 method="wB97M-V/def2-TZVPD" homo_energy_ev=-13.9 charge=+2 e_above_lowest_kcal_mol=15.1 spin_multiplicity=1 orbital_gap_ev=7.210
Ta 1.25920 -0.30754 0.27670 -0.11 0.19 -0.08
Br -6.25869 2.59984 0.23648 0.00 0.00 0.00
As 0.16368 2.27796 -0.01152 -0.01 0.01 0.01
As 0.72828 0.02723 -2.43059 -0.02 0.04 -0.11
P 4.45907 -1.31071 0.53562 0.04 0.33 -0.16
P 3.53472 1.27574 0.60064 -0.13 0.11 0.01
Si 0.12187 -1.05612 3.52085 0.03 -0.06 0.06
O 4.27715 -1.76522 2.03482 -0.01 0.04 -0.03
O 2.99863 -1.20724 -0.01847 -0.15 -0.67 0.37
O 4.78307 0.30372 0.66435 -0.03 -0.12 0.04
O 5.41773 -2.04872 -0.25856 0.01 0.04 -0.02
O 2.46175 0.76701 1.59242 0.14 0.34 0.25
O 0.47504 -0.79891 1.86562 0.06 -0.04 -0.14
O 4.10313 2.68191 0.93745 0.06 -0.06 0.04
O 2.77994 1.22993 -0.70378 0.13 0.00 -0.12
N 0.81701 -2.56081 -0.35770 0.10 -0.10 -0.17
N -1.19069 -0.74510 -0.18182 -0.07 -0.02 0.18
C -2.37453 0.08472 -0.08356 0.00 -0.01 -0.13
C 0.17369 -5.27631 -0.64972 0.00 -0.01 0.00
C -1.37936 -2.15243 3.50905 0.00 0.00 0.01
C -3.90184 1.37711 1.23297 -0.01 -0.02 0.01
C -2.53222 3.39758 -3.02305 0.00 0.00 0.00
C -0.18003 0.62201 4.25412 0.01 0.01 0.00
C -1.85898 3.30336 -1.81332 -0.01 0.00 0.00
C 2.19982 0.52637 -3.57647 0.01 -0.02 0.00
C -4.69826 1.55930 0.11344 0.00 0.01 -0.01
C 1.47422 -4.83252 -0.76660 0.00 -0.01 -0.01
C 1.39236 3.71999 -0.42482 0.01 0.00 0.00
C -0.02649 -1.48101 -3.38484 -0.04 0.02 0.00
C -1.25398 1.54997 -3.87790 -0.01 0.00 -0.01
C -0.88953 2.32592 -1.62861 0.00 0.01 0.01
C -0.58666 1.43684 -2.66229 0.03 -0.01 -0.01
C 1.75584 -3.48077 -0.61301 -0.03 0.03 0.02
C -2.22517 2.52539 -4.05707 0.00 -0.01 0.00
C -2.73316 0.63294 1.13260 -0.02 0.01 0.04
C -0.45693 -3.00100 -0.30487 0.03 -0.04 -0.05
C 1.61016 -1.88504 4.23709 0.01 -0.02 0.00
C -0.76900 3.19776 1.41703 0.00 -0.01 -0.02
C -4.35961 0.97023 -1.09880 0.00 -0.01 0.02
C -1.48329 -1.98336 -0.19398 -0.01 0.00 0.08
C -3.19950 0.22348 -1.19310 0.01 0.01 0.02
C -0.81611 -4.32851 -0.42504 -0.01 0.02 -0.01
H 1.81874 0.71727 -4.57843 -0.01 -0.01 0.00
H -1.00707 -1.73742 -2.98908 0.00 0.00 -0.01
H -2.92656 -0.23245 -2.13631 0.01 0.00 0.00
H -2.23469 -1.68383 3.01635 0.01 -0.02 0.00
H 2.76992 -3.13297 -0.70627 0.01 -0.02 0.00
H 2.49056 -1.24595 4.15384 -0.01 0.01 0.00
H -1.14025 1.05786 3.97227 0.01 0.00 -0.02
H -1.65218 2.68074 1.76270 -0.01 0.00 0.00
H 4.94310 2.72573 1.41729 0.01 0.00 -0.02
H 0.77169 4.59955 -0.59377 0.00 0.00 -0.01
H 1.45314 -2.11113 5.29394 0.00 0.00 0.00
H -0.05199 3.29557 2.23191 0.00 0.00 0.00
H -1.15992 -3.09743 3.00493 -0.01 0.00 0.00
H -1.02724 0.87849 -4.69742 0.00 0.00 0.00
H 5.04493 -2.25240 2.36868 -0.02 -0.02 0.01
H 2.28764 -5.51414 -0.97094 0.01 0.01 0.00
H -1.03430 4.19346 1.06505 0.01 0.00 0.00
H -1.85941 -4.60630 -0.35804 0.00 0.00 0.00
H -5.00148 1.09366 -1.96002 0.00 0.00 0.00
H -2.73922 2.60415 -5.00563 0.00 0.00 0.00
H 2.68129 1.41228 -3.17530 0.00 0.01 -0.01
H -0.11777 -1.23604 -4.44121 0.00 0.00 0.00
H -3.29083 4.15682 -3.15940 0.00 0.00 0.00
H -1.68917 -2.39827 4.52711 0.01 0.01 0.01
H 0.61758 1.30961 3.96356 0.00 0.00 0.01
H -2.10307 3.99460 -1.01563 0.00 0.00 0.00
H 2.91898 -0.29133 -3.60306 0.01 0.01 0.00
H -2.11643 0.46279 2.00563 0.01 0.02 -0.02
H -4.19855 1.80389 2.18176 0.00 0.00 0.00
H 0.64489 -2.33252 -3.28286 0.01 0.00 0.00
H -0.16780 0.55286 5.34434 -0.01 0.00 0.00
H 1.82556 -2.82555 3.72541 0.00 0.00 0.00
H 1.96722 3.49261 -1.31600 0.00 0.00 0.00
H -0.07216 -6.32481 -0.74825 0.00 0.00 0.00
H 2.06171 3.90810 0.41065 0.00 0.00 0.00
H -2.51921 -2.31247 -0.12955 -0.01 0.00 -0.04

No. 2
67
Properties=species:S:1:pos:R:3:forces:R:3 method="wB97M-V/def2-TZVPD" homo_energy_ev="-13.7 / -13.7" charge=+2 spin_multiplicity=3 orbital_gap_ev="6.788 / 6.886"
Pr -0.45532 -0.01094 -0.41096 1.20 0.09 0.83
I -1.72317 0.17865 -3.18041 -0.27 -0.01 -1.36
As -0.14266 0.51918 2.82859 -0.02 -0.49 1.73
Cl 2.08667 -0.01832 -0.83426 -0.85 -0.06 0.09
P 0.16237 2.75856 -0.13506 -0.23 1.61 -0.10
P 0.16127 -2.73094 0.22419 -0.08 -1.49 0.53
C -1.36589 3.77496 6.14519 0.10 -0.28 -0.23
C -1.37421 3.76310 -0.10975 -0.20 -0.18 0.18
C -2.25612 3.41005 5.12756 0.29 -0.16 0.01
C -1.65474 -0.71579 3.17970 0.42 0.32 -0.51
C 1.45275 -0.21425 3.74917 0.20 0.30 -0.88
C 0.87568 3.29138 -1.71529 0.19 -0.19 -0.08
C 3.91462 -0.86328 4.89876 0.08 -0.18 0.33
C -1.57253 -0.01401 -5.39728 -0.30 0.06 -0.18
C -0.10573 3.17523 6.21265 -0.35 -0.09 -0.39
C 1.20983 3.61066 1.07736 0.34 -0.32 0.41
C 0.27962 2.23336 5.24818 0.10 -0.01 -0.02
C 1.48188 -0.83699 4.99951 1.00 -0.22 0.13
C -3.89924 -2.34300 3.48908 0.31 -0.12 0.05
C -3.98348 -1.19326 2.69828 -0.16 -0.03 -0.10
C 2.65726 0.11042 3.08688 -0.16 -0.15 0.15
C 1.21288 -3.30466 1.58480 0.29 0.36 0.37
C 3.88737 -0.18943 3.68101 -0.26 0.11 -0.22
C -0.61196 1.84837 4.23573 -0.30 0.56 -0.22
C -1.36075 -3.72362 0.42498 -0.26 0.19 0.02
C 0.91661 -3.50735 -1.23112 0.08 0.35 -0.03
C -1.88468 2.44603 4.18371 0.13 0.20 0.13
C -2.86341 -0.37590 2.54405 0.24 -0.51 0.04
C -2.68998 -2.68708 4.11124 0.03 0.46 -0.33
C 2.73026 -1.20346 5.55940 -0.63 0.53 -0.85
C -1.55906 -1.87078 3.94980 -0.55 -0.35 0.05
H 0.78577 3.44948 2.08337 0.20 0.26 -0.31
H -1.65193 4.52293 6.88041 0.03 -0.16 -0.13
H 2.20773 3.13868 1.05230 -0.31 0.30 0.05
H 1.29765 4.69425 0.84907 -0.13 -0.70 0.12
H 0.97600 4.39335 -1.71175 -0.01 -0.58 -0.20
H -2.93316 0.53433 1.93858 -0.04 -0.16 0.15
H 0.75289 -2.98951 2.53514 0.19 -0.27 -0.24
H -1.88270 3.57174 0.85301 0.08 0.33 -0.39
H -2.61070 2.17400 3.41075 0.29 0.07 0.28
H -4.76478 -2.99399 3.60814 0.18 0.23 -0.03
H 1.88003 -3.00150 -1.38512 -0.16 -0.41 -0.17
H 0.25419 -3.29608 -2.08261 0.33 -0.33 0.00
H 1.36858 -4.40387 1.56142 -0.15 0.69 -0.04
H 4.87580 -1.12060 5.35612 -0.39 0.11 -0.20
H 0.58744 -1.03295 5.57541 -0.03 0.08 -0.08
H -4.91963 -0.93349 2.18839 0.38 -0.14 0.32
H -1.87804 -3.36164 1.32868 0.06 -0.33 -0.22
H -1.13229 -4.80826 0.49938 -0.19 0.69 -0.04
H -0.54804 0.06872 -5.77184 -0.16 0.01 0.63
H -2.01670 -3.52809 -0.44225 0.15 -0.29 0.32
H 1.28886 1.81570 5.32018 -0.44 0.08 -0.13
H -0.63104 -2.15744 4.44104 -0.24 0.11 -0.22
H -2.02799 3.41114 -0.92914 0.15 0.34 0.31
H 2.62432 0.60643 2.10263 0.07 -0.26 0.55
H -3.24134 3.87406 5.06888 0.27 -0.15 0.03
H 2.17323 -2.77030 1.50484 -0.18 -0.33 0.09
H -2.20052 0.81914 -5.72285 0.19 -0.22 0.14
H 0.58601 3.43685 7.01024 -0.12 -0.02 -0.19
H 1.84712 2.78951 -1.81901 -0.17 0.34 -0.16
H -2.02847 -0.97951 -5.63042 0.15 0.24 0.27
H -2.60568 -3.58908 4.71330 -0.14 0.17 -0.10
H -1.15357 4.84717 -0.23199 -0.20 -0.75 0.10
H 1.02931 -4.59399 -1.04929 -0.02 0.60 -0.28
H 2.75118 -1.72778 6.50499 0.05 0.06 0.02
H 0.21169 2.94193 -2.51843 0.26 0.32 0.02
H 4.81623 0.11269 3.19018 -0.32 -0.19 0.17

No. 3
89
Properties=species:S:1:pos:R:3:forces:R:3 method="wB97M-V/def2-TZVPD" homo_energy_ev=-7.2 spin_multiplicity=1 orbital_gap_ev=4.991
Ca 3.20060 -4.36904 3.42729 0.68 -1.58 3.43
K 2.51086 -3.80912 -4.58012 1.19 -2.45 -2.21
Cl 2.00061 -5.44404 -1.53105 5.04 -2.60 -4.47
Cl 6.46565 -4.63632 -7.53051 0.05 0.39 0.15
Cl 5.87700 -2.57325 -5.56514 0.13 -0.04 -0.09
Cl 8.56819 -2.83307 -6.64000 -0.58 -0.04 -0.07
Cl 6.41709 -1.83860 -8.32809 0.08 -0.29 0.36
Cl 2.33198 -6.56690 0.84884 0.57 -0.01 3.44
S -0.21076 -2.40523 2.11176 -0.98 -0.22 0.25
P -2.25646 -4.72579 -0.33496 1.16 -2.47 5.06
F -1.03617 1.18715 -1.52058 0.98 -2.47 3.83
F 0.64060 -0.31200 -0.72520 -4.18 1.84 1.31
F 1.15500 1.75992 0.68259 -4.59 -1.04 0.78
F -0.38981 0.85027 2.24936 -0.01 1.33 -4.58
F -0.36979 3.73457 -0.07142 -3.30 -3.12 3.05
F -0.99300 3.39172 2.22928 -0.69 -1.76 -4.97
F -2.55936 2.70006 0.52923 5.28 0.49 0.78
O -4.39940 0.49551 2.76330 6.41 -4.40 -4.11
O 5.46357 -2.31240 4.70641 -0.91 -1.27 -0.72
O 4.15457 0.06184 1.55266 -0.77 -0.01 -0.30
O -1.45457 5.70860 -4.48659 0.37 0.11 -0.06
O -3.06363 -0.84606 -2.37652 5.65 -2.63 5.73
O -2.00296 -5.39005 1.11036 -0.79 2.44 -4.34
O 5.64929 -0.50474 5.95697 -0.58 1.14 1.49
O -9.64265 5.31427 3.79662 -0.05 -0.28 -0.42
O -6.58914 5.11324 3.27074 1.27 0.01 -0.67
O 7.03871 -0.69369 4.36165 0.03 -0.98 -0.92
N -1.32483 -2.56189 -1.95414 -2.07 0.91 2.89
C -5.46059 5.12266 2.78156 -1.31 -0.05 0.59
C 1.86304 -2.66232 -2.62203 1.99 2.82 2.84
C 0.44120 -4.15852 -0.60976 -2.94 2.58 -0.21
C 1.73356 -3.26672 -1.08168 2.71 0.45 -0.66
C 4.24267 -1.95267 -0.57479 -3.05 -0.93 -2.32
C -2.41299 4.71158 -4.16454 0.22 -0.02 0.26
C -2.14425 -1.32948 -1.52712 -3.25 -0.09 -5.42
C 3.08331 -3.42767 1.50962 -1.63 2.28 -2.68
C -1.75971 -0.80747 0.01768 -0.99 -1.05 -2.78
C -2.63882 4.67544 -2.66726 -0.16 -0.03 0.20
C -3.37861 -0.18290 2.17623 -4.17 3.52 2.69
C -0.65597 0.34516 -0.32581 1.71 -0.20 -1.25
C -1.11680 2.81448 0.83821 0.32 2.41 1.37
C 6.83198 -2.97028 -7.01595 0.24 -0.03 -0.24
C 3.10650 -1.72411 -3.13925 -0.28 -1.00 4.88
C -4.86759 6.38209 2.20880 -0.43 0.32 0.11
C 2.97888 -2.90915 -0.04478 1.43 2.24 -2.82
C 4.32399 -1.33771 -2.09238 -3.02 -2.56 1.49
C -1.30410 -2.26769 0.60361 -2.32 -0.91 -0.10
C -3.26262 -0.39088 0.55616 -0.56 0.06 0.19
C -4.61968 3.87511 2.73251 -0.47 -0.26 0.28
C 6.06633 -1.24013 4.93611 0.88 -0.45 -1.38
C -0.96919 -3.30842 -0.66020 -0.16 0.14 1.17
C -0.29808 1.38941 0.87495 2.82 0.65 1.24
C 5.32495 0.79562 1.86259 0.21 0.16 0.15
H -2.34786 -2.70830 0.97963 2.22 1.23 -0.43
H -3.95942 -1.32489 0.29409 1.56 1.97 0.62
H -5.17555 3.04496 3.18118 0.15 0.19 -0.12
H 5.90933 0.95271 0.95272 0.19 0.15 0.04
H 2.32011 -4.32362 1.70839 1.32 1.25 -2.13
H -2.17518 -5.78798 -1.30872 -0.02 1.01 -0.04
H 3.10541 -1.32454 -4.24059 0.05 -0.64 2.30
H 0.56488 -4.68626 0.42765 -0.20 1.17 -2.01
H -2.98785 5.64878 -2.30713 -0.02 -0.12 -0.12
H 0.32271 -5.03610 -1.40853 -1.19 2.52 1.88
H -3.71916 0.50403 -0.08430 1.13 -1.85 1.68
H -3.63538 -4.24479 -0.37627 1.01 0.10 -0.51
H -3.34409 4.95170 -4.68646 0.24 0.09 -0.03
H -3.69782 4.02598 3.29992 0.08 0.00 -0.23
H 5.09594 -1.68134 0.18278 -1.94 -0.66 -1.66
H 6.33642 0.16964 5.78112 -0.49 0.54 0.98
H -5.58662 7.20168 2.31283 0.15 -0.20 -0.02
H -3.95686 6.64465 2.75283 0.07 -0.08 -0.20
H -0.62908 5.48163 -4.02499 -0.45 0.15 -0.26
H -2.05150 3.74567 -4.53039 -0.20 -0.12 0.02
H 5.04768 1.75751 2.30094 0.23 0.07 0.01
H 5.92004 0.22809 2.58180 -0.09 0.04 -0.07
H 4.16847 -3.66204 1.88301 -1.19 0.69 -2.02
H -4.64954 6.24074 1.14731 0.21 -0.01 0.10
H -4.39056 3.62211 1.69428 0.14 0.11 0.16
H 1.00090 -2.92553 -3.39202 1.37 1.12 2.62
H 2.68329 -2.53890 2.19885 0.95 -1.12 -1.11
H 3.64706 0.58998 0.91301 0.15 -0.42 0.33
H 5.24374 -0.64699 -2.35878 -2.27 -1.65 0.43
H -1.70457 4.45711 -2.13970 -0.10 -0.10 -0.07
H -8.75674 5.36362 3.40710 -0.01 -0.01 0.24
H -2.52012 -0.59502 2.89494 -1.77 0.69 -1.69
H -1.88797 -3.23634 -2.54948 0.69 1.72 0.51
H -3.37876 3.91485 -2.40273 0.07 0.02 0.05
H -10.06802 4.58640 3.31885 0.14 0.29 0.23
H -1.03194 -3.07964 3.07162 0.64 0.82 -1.72

Number 1: energy -9760.47652 a.u., M 993.30 g/mol. Number 2: energy -5167.13700 a.u., M 776.70 g/mol. Number 3: energy -7257.85187 a.u., M 998.48 g/mol.